ORCA calculation (ωB97M-V/def2-TZVPD) on the molecule C4H7NO.

Element x y z (Å)
H1 -2.039127 -1.006914 0.746416
C1 2.077334 -0.260221 0.093792
N1 0.073412 1.011586 0.640977
H2 -1.978035 -0.896656 -1.039537
H3 2.174166 0.121999 -0.929711
H4 2.408289 -1.296388 0.100140
H5 2.677413 0.372043 0.746773
C2 0.624680 -0.094878 0.348388
C3 -1.244400 0.914765 0.012076
O1 -0.154524 -1.108411 -0.123250
C4 -1.497241 -0.587916 -0.108945
H6 -2.023526 1.495769 0.504516
H7 -1.098443 1.335219 -0.991630

Atoms 1-3, force components in eV/Å:
H 0.1 0.0 -0.1
C 0.1 -0.1 0.1
N 0.2 -0.3 -0.2

Its spin multiplicity is 1. The HOMO energy is -9.27 eV. As for the relative energy (zero: lowest compared OMol25 entry of this formula, charge and spin): 1.166 eV. The calculation puts the HOMO-LUMO gap at 10.32 eV. The SMILES is CC1=NCCO1.

ORCA calculation (ωB97M-V/def2-TZVPD) on a cluster of 4 separate species, C25H20IO19P in total.

Element x y z (Å)
H1 0.373250 2.016454 -1.078207
O1 1.900345 2.271391 4.553250
H2 2.115090 -1.495009 1.430509
O2 -3.675072 -6.070994 -1.113720
H3 1.699908 2.455971 2.023966
H4 -2.130551 -5.381165 -8.390768
C1 -3.367005 -2.714187 1.168248
I1 0.231714 -0.914998 3.551203
C2 -2.468890 -5.361120 -7.364636
C3 -3.408713 -5.470058 -4.605601
O3 -2.343399 -3.023220 -7.169364
C4 3.248896 0.982245 1.904141
C5 4.857160 -0.291529 1.188547
C6 -4.601463 -4.684920 0.514843
O4 -2.678924 -7.710325 -7.265040
O5 5.611311 -1.130882 1.529783
H5 -2.523720 -2.386209 -6.450336
H6 -3.360306 -8.445490 -5.520351
C7 -2.605908 -4.223136 -6.670958
O6 -3.214965 -1.714351 1.842444
C8 2.456368 8.950649 2.668029
H7 1.389502 -1.178164 -0.137776
O7 0.997138 7.457558 5.722015
H8 -1.620651 -4.426794 -1.325114
C9 -3.273966 -6.609592 -5.298553
O8 3.451084 7.844036 0.852634
O9 2.984767 5.514319 1.935592
H9 -5.289200 -3.322065 1.993233
H10 3.378749 3.106366 1.858109
C10 -3.076099 -4.210364 -5.238228
H11 1.818473 5.360207 4.310402
C11 1.587120 7.462614 4.540470
O10 -1.288500 -2.213904 0.082554
O11 1.399333 9.783582 4.607970
C12 2.826738 2.508014 3.818812
H12 2.615924 9.939560 2.262744
C13 -2.380016 -4.166880 -0.601020
H13 3.790771 2.852978 4.231047
O12 0.893512 1.223118 -1.253897
C14 2.610155 6.464122 2.606098
O13 -3.150715 -3.125932 -4.688541
H14 2.016510 3.201021 0.134908
O14 -3.553258 -7.806743 -4.806249
C15 1.672383 -0.713017 0.810729
O15 -5.617460 -5.537194 0.553027
C16 -2.300526 -3.067418 0.161142
O16 4.684615 0.937385 1.759920
C17 -2.782673 -6.624943 -6.724920
H15 0.825670 8.393433 5.948266
H16 -5.411457 -6.236062 -0.097810
C18 1.971083 6.348500 3.898141
O17 3.959046 -0.389503 0.166343
P1 2.498280 1.377308 -1.034299
C19 2.746393 2.349222 2.319551
H17 -3.753994 -5.448284 -3.581195
C20 2.771828 0.340929 0.560647
O18 2.666288 2.923243 -0.525875
C21 0.443828 -0.191127 1.528445
H18 3.025730 0.230720 2.675248
C22 -4.522178 -3.589518 1.280583
C23 1.797771 8.838751 3.955438
C24 -3.522293 -5.047983 -0.469325
C25 2.842025 7.837783 2.029888
O19 -0.386968 0.536660 1.093318
H19 -1.467286 -1.495206 0.719293
H20 3.617399 6.910146 0.620253

Atoms 1-3, force components in eV/Å:
H -0.1 -0.2 0.1
O 0.2 0.1 -0.2
H 0.0 0.0 -0.1

Its spin multiplicity is 1. The HOMO energy is -9.42 eV. As for the relative energy (zero: lowest compared OMol25 entry of this formula, charge and spin): 0.000 eV. The calculation puts the HOMO-LUMO gap at 7.55 eV. The SMILES is O=CC[C@@H]1OC(=O)O[C@]1(CC(=O)I)P(O)O.O=C1C=C(O)C(=O)C=C1O.O=C1C=C(O)C(=O)C=C1O.O=C1C=C(O)C(=O)C=C1O.

ORCA calculation (ωB97M-V/def2-TZVPD) on a cluster of 3 separate species, C40H62IN3O13P2 in total.

Element x y z (Å)
H1 -0.505765 3.128935 0.550892
P1 -0.540297 5.364120 2.324581
C1 2.414857 -4.942628 -2.201064
H2 0.682176 -4.563977 -0.046122
H3 -0.728373 -4.263027 -1.196855
C2 2.437276 -0.116341 -0.121995
H4 -8.679385 0.000216 3.522567
O1 1.916397 -1.236484 -8.326347
C3 4.870571 3.680928 0.317362
O2 -5.258038 2.083539 3.124790
C4 2.467527 -2.468592 -3.251736
H5 -9.304391 2.968192 3.073802
O3 0.485142 4.852642 1.132913
H6 5.736125 -6.929532 -5.145177
C5 2.768528 -3.917587 -3.357647
O4 -0.722461 4.042917 3.039068
C6 -2.926858 1.406592 3.289075
H7 0.836702 3.655039 -0.466381
C7 1.822913 -1.878175 -1.970160
C8 2.752194 -1.490396 -4.345293
H8 1.301088 -6.587709 -3.338182
C9 -1.857829 7.509103 1.431874
H9 -2.136020 -7.179278 -0.056446
O5 -7.418471 1.110224 2.296325
H10 5.014995 -7.007326 -3.465481
H11 5.452414 4.583313 -0.001478
H12 -3.572481 8.118051 2.590569
C10 1.107151 -5.715724 -2.646581
N1 3.681803 -1.039608 -6.713708
C11 -2.640090 7.568169 2.728729
C12 -0.802211 -3.162487 2.042931
H13 -0.559672 5.700994 -1.124768
H14 -3.843380 -0.882527 1.670921
H15 3.011169 -6.518750 -4.460108
H16 -2.857373 -5.685196 -0.789179
H17 -3.820094 3.235195 3.976483
C13 -4.078870 2.176167 3.913490
O6 0.588349 6.010205 3.339125
C14 -1.637813 -4.037470 1.020625
H18 6.081770 -4.217820 -4.496134
C15 3.692824 -3.386171 -5.702265
H19 -2.830288 1.634506 2.226483
H20 2.239295 3.098872 -3.560414
C16 -4.788066 -0.790745 1.127273
H21 -5.857413 -2.115763 2.475549
H22 0.758842 -7.033118 -0.820509
C17 3.799593 -5.857460 -4.933621
H23 -1.924131 4.946111 -0.298122
H24 3.291249 -5.647093 -2.092330
H25 -3.096198 0.328734 3.385432
H26 -1.434354 -3.007286 2.954985
C18 3.363944 -1.948229 -5.596708
H27 3.680845 -6.022931 -6.044581
C19 -0.978319 4.743532 -0.810228
H28 -9.979080 1.910348 4.326884
I1 5.191868 5.491916 2.822355
C20 -0.022389 4.006624 0.110259
H29 3.379080 4.444354 -1.242405
H30 2.321071 -4.393284 -1.232027
H31 4.153560 -3.749861 -6.660687
H32 -6.636187 -1.893161 0.910890
H33 1.640625 3.666709 3.973489
N2 -1.163062 -5.356135 0.584958
P2 -6.024177 0.623584 3.034030
N3 6.132719 -4.965801 -2.422710
O7 0.983829 -2.418980 -1.275970
C21 2.933308 1.891202 -2.279937
H34 -1.984985 1.641521 3.788271
O8 3.148057 2.845680 -3.295808
H35 1.808701 3.962872 5.713982
C22 2.533720 0.515163 -2.634951
C23 1.800227 4.437428 4.730219
C24 2.366028 0.019984 -4.117817
H36 7.227564 -5.552082 -4.114233
H37 2.665265 3.993441 0.355141
O9 1.991717 0.748235 -5.007918
C25 6.178321 -5.171517 -3.911495
O10 -6.557662 0.560342 4.449283
C26 -8.683562 0.909305 2.917682
H38 0.216226 -3.580840 2.250918
H39 -4.551453 -0.750826 0.062948
H40 -1.688434 8.520101 1.057831
H41 2.789811 4.859184 4.539653
C27 2.786243 -1.212565 -7.567575
H42 -2.427259 6.969097 0.669098
O11 -5.396123 0.458853 1.464339
H43 -2.052852 8.053592 3.511831
C28 -2.365884 -6.097813 0.134365
H44 2.964201 1.514344 1.310711
H45 2.268177 -0.858241 0.697512
H46 -0.652069 -6.772523 -1.893487
H47 -8.292200 2.451130 4.403793
H48 -4.272935 1.822787 4.931060
O12 -0.574102 6.896252 1.586868
H49 -1.202088 4.145141 -1.695942
C29 3.414313 -4.376690 -4.625222
H50 5.451887 2.761208 2.224474
H51 -3.113693 -6.075794 0.980800
H52 -9.416090 0.750931 2.121293
C30 -5.665146 -1.994511 1.402244
C31 -9.087980 2.124155 3.732370
O13 -2.660434 -3.527416 0.600451
H53 3.727553 3.256954 2.252430
C32 3.453116 3.704679 -0.403419
C33 0.742551 5.524292 4.668927
C34 4.741001 3.580124 1.902553
H54 5.530700 -4.175412 -2.180736
C35 0.225780 -6.231410 -1.421226
H55 -0.659939 -2.139464 1.579164
H56 -5.176447 -2.901284 1.042739
C36 -0.231095 -5.023416 -0.531457
C37 5.198196 -6.328843 -4.348651
H57 7.104380 -4.736650 -2.180505
C38 3.062099 2.234477 -0.856820
C39 2.838049 1.254551 0.235665
H58 0.447580 -4.998844 -3.221326
H59 -0.213192 5.181711 5.070997
H60 1.057795 6.367476 5.289404
H61 -2.892264 6.562716 3.086915
C40 2.281958 -0.438877 -1.542432
H62 5.428403 2.762916 -0.040267

Atoms 1-3, force components in eV/Å:
H 0.0 0.0 0.0
P 8.8 -0.3 0.6
C 0.6 0.2 -1.5

Its spin multiplicity is 1. The HOMO energy is -9.20 eV. The calculation puts the HOMO-LUMO gap at 8.01 eV. The SMILES is CC(=O)N(C)CCCCc1c(CCCN)cc(N=C=O)c2c1C(=O)c1ccc(CCCI)c(O)c1C2=O.CCOP(=O)(OCC)OCC.CCOP(=O)(OCC)OCC.

Copy entry 1 word for word.
ORCA calculation (ωB97M-V/def2-TZVPD) on the molecule C4H7NO.

Element x y z (Å)
H1 -2.039127 -1.006914 0.746416
C1 2.077334 -0.260221 0.093792
N1 0.073412 1.011586 0.640977
H2 -1.978035 -0.896656 -1.039537
H3 2.174166 0.121999 -0.929711
H4 2.408289 -1.296388 0.100140
H5 2.677413 0.372043 0.746773
C2 0.624680 -0.094878 0.348388
C3 -1.244400 0.914765 0.012076
O1 -0.154524 -1.108411 -0.123250
C4 -1.497241 -0.587916 -0.108945
H6 -2.023526 1.495769 0.504516
H7 -1.098443 1.335219 -0.991630

Atoms 1-3, force components in eV/Å:
H 0.1 0.0 -0.1
C 0.1 -0.1 0.1
N 0.2 -0.3 -0.2

Its spin multiplicity is 1. The HOMO energy is -9.27 eV. As for the relative energy (zero: lowest compared OMol25 entry of this formula, charge and spin): 1.166 eV. The calculation puts the HOMO-LUMO gap at 10.32 eV. The SMILES is CC1=NCCO1.

Question: Which of these has the lowest HOMO energy?
Answer: C25H20IO19P

Question: Which of these has the lowest HOMO-LUMO gap?
Answer: C25H20IO19P